1.
{
  "formula": "C4H4Cl3NO3",
  "method": "wB97M-V/def2-TZVPD",
  "elements": ["C", "C", "C", "C", "N", "O", "O", "O", "Cl", "Cl", "Cl", "H", "H", "H", "H"],
  "coordinates": [[-0.551, -0.577, 1.753], [-0.094, 0.672, 0.896], [0.536, 0.395, -0.374], [-0.156, 0.598, -1.691], [-0.377, -1.766, 1.186], [-1.131, -0.412, 2.805], [0.009, -1.939, -0.118], [1.798, 0.401, -0.377], [0.304, -0.681, -2.914], [-1.858, 0.555, -1.533], [0.309, 2.187, -2.419], [-1.060, 1.348, 0.814], [0.622, 1.313, 1.462], [-0.383, -2.484, 1.766], [2.033, 0.390, -1.257]],
  "homo_lumo_gap_ev": 6.347,
  "total_charge": 0,
  "energy_ha": -1815.71635,
  "relative_energy_kcal_mol": 97.3
}


2.
{
  "formula": "C2H2O2S2",
  "method": "wB97M-V/def2-TZVPD",
  "elements": ["C", "C", "H", "H", "O", "O", "S", "S"],
  "coordinates": [[-0.560, 0.566, 0.109], [0.513, -0.412, 0.232], [-2.859, 0.536, -0.278], [2.769, -0.941, 0.228], [-0.570, 1.850, 0.327], [0.214, -1.542, 0.404], [-1.945, -0.379, -0.242], [2.147, 0.192, -0.248]],
  "homo_lumo_gap_ev": 8.945,
  "total_charge": 0,
  "energy_ha": -1024.22518,
  "relative_energy_kcal_mol": 23.5,
  "smiles": "O=C(S)C(=O)S"
}


3.
{
  "formula": "NO5PS",
  "method": "wB97M-V/def2-TZVPD",
  "elements": ["N", "O", "O", "O", "O", "O", "P", "S"],
  "coordinates": [[-2.265, 1.505, 1.984], [2.152, 0.951, -1.292], [0.385, -0.602, -2.520], [1.811, -1.447, -0.610], [-1.079, -0.727, 2.338], [-0.921, 0.276, 0.073], [1.330, -0.332, -1.446], [-1.415, 0.376, 1.473]],
  "homo_lumo_gap_ev": 7.649,
  "total_charge": -2,
  "energy_ha": -1170.55653,
  "relative_energy_kcal_mol": 7.3
}


4.
{
  "formula": "C22H47BrInO15",
  "method": "wB97M-V/def2-TZVPD",
  "elements": ["C", "C", "C", "C", "In", "C", "C", "C", "Br", "H", "H", "H", "H", "H", "H", "H", "H", "H", "H", "H", "H", "H", "H", "H", "H", "H", "C", "O", "C", "O", "O", "C", "H", "H", "H", "H", "H", "H", "C", "O", "C", "O", "O", "C", "H", "H", "H", "H", "H", "H", "C", "O", "C", "O", "O", "C", "H", "H", "H", "H", "H", "H", "C", "O", "C", "O", "O", "C", "H", "H", "H", "H", "H", "H", "C", "O", "C", "O", "O", "C", "H", "H", "H", "H", "H", "H"],
  "coordinates": [[-1.680, -2.072, 0.501], [-0.172, -1.793, 0.677], [0.625, -2.835, -0.126], [0.140, -0.357, 0.260], [2.240, 0.330, 0.586], [2.844, 1.329, -1.347], [1.627, 1.819, -2.126], [1.621, 1.406, -3.590], [1.459, 3.786, -2.040], [-1.956, -3.093, 0.767], [-2.243, -1.345, 1.089], [-1.929, -1.881, -0.547], [0.068, -1.939, 1.734], [-0.021, -3.700, -0.304], [0.938, -2.467, -1.103], [1.508, -3.203, 0.392], [-0.199, -0.247, -0.779], [-0.496, 0.310, 0.853], [2.218, 1.617, 1.824], [3.307, -1.022, 1.007], [3.436, 0.673, -1.988], [3.477, 2.174, -1.082], [0.704, 1.476, -1.662], [2.569, 1.683, -4.049], [0.795, 1.853, -4.140], [1.533, 0.317, -3.617], [-6.071, 4.925, -2.871], [-5.322, 4.033, -2.050], [-4.014, 4.324, -1.983], [-3.485, 5.248, -2.544], [-3.432, 3.430, -1.204], [-2.009, 3.598, -1.044], [-7.098, 4.573, -2.833], [-6.012, 5.943, -2.490], [-5.708, 4.902, -3.898], [-1.791, 4.563, -0.594], [-1.501, 3.516, -2.000], [-1.685, 2.799, -0.384], [-1.823, -1.790, 4.558], [-0.425, -1.991, 4.775], [-0.099, -2.363, 6.002], [-0.862, -2.564, 6.916], [1.224, -2.485, 6.068], [1.719, -2.871, 7.350], [-1.931, -1.509, 3.515], [-2.375, -2.709, 4.747], [-2.199, -0.993, 5.196], [1.323, -3.843, 7.639], [1.454, -2.130, 8.103], [2.798, -2.925, 7.244], [-3.180, -5.468, -5.693], [-2.338, -4.977, -4.653], [-2.018, -3.683, -4.775], [-2.382, -2.962, -5.668], [-1.244, -3.350, -3.755], [-0.821, -1.980, -3.747], [-3.354, -6.515, -5.464], [-4.126, -4.929, -5.711], [-2.692, -5.374, -6.662], [-1.681, -1.316, -3.692], [-0.234, -1.752, -4.634], [-0.209, -1.848, -2.861], [-2.796, -1.066, 9.017], [-1.890, -0.490, 9.969], [-1.684, 0.810, 9.804], [-2.203, 1.514, 8.979], [-0.799, 1.215, 10.720], [-0.477, 2.605, 10.640], [-2.859, -2.120, 9.267], [-3.777, -0.599, 9.097], [-2.407, -0.961, 8.010], [-1.364, 3.215, 10.795], [-0.036, 2.841, 9.673], [0.244, 2.787, 11.431], [5.747, 0.218, -9.386], [6.168, 1.441, -8.778], [5.948, 1.492, -7.460], [5.454, 0.618, -6.801], [6.371, 2.670, -7.016], [6.181, 2.875, -5.609], [5.983, 0.316, -10.442], [6.284, -0.628, -8.960], [4.677, 0.073, -9.255], [6.730, 2.132, -5.035], [5.126, 2.832, -5.352], [6.570, 3.867, -5.400]],
  "homo_lumo_gap_ev": 6.972,
  "total_charge": -1,
  "energy_ha": -4759.21257
}


5.
{
  "formula": "C4H6BaF6N3O16S6",
  "method": "wB97M-V/def2-TZVPD",
  "elements": ["Ba", "N", "S", "O", "O", "F", "S", "O", "O", "F", "N", "S", "O", "O", "F", "S", "O", "O", "F", "N", "S", "O", "O", "F", "S", "O", "O", "F", "C", "C", "O", "O", "H", "H", "H", "C", "C", "O", "O", "H", "H", "H"],
  "coordinates": [[-0.362, -0.266, 0.408], [-0.736, -1.398, -1.894], [-1.821, -1.233, -2.925], [-3.218, -1.423, -2.458], [-1.511, -1.366, -4.344], [-1.874, 0.400, -2.840], [-0.677, -3.055, -2.103], [0.242, -3.505, -3.135], [-1.860, -3.840, -1.753], [0.326, -3.187, -0.845], [2.906, 1.730, -3.694], [1.540, 1.702, -2.799], [0.736, 2.863, -2.870], [1.441, 0.879, -1.595], [0.733, 0.824, -3.798], [3.798, 2.370, -2.684], [4.572, 1.496, -1.770], [3.481, 3.753, -2.295], [5.009, 2.726, -3.650], [-2.510, -1.221, 1.442], [-3.922, -0.368, 1.756], [-4.784, -0.641, 2.938], [-4.664, 0.028, 0.619], [-3.195, 0.981, 2.229], [-3.134, -2.549, 1.758], [-4.180, -3.063, 0.903], [-3.087, -3.002, 3.124], [-1.798, -3.315, 1.234], [3.434, -1.905, 2.791], [2.213, -1.348, 2.135], [1.102, -1.982, 2.142], [2.367, -0.270, 1.447], [3.061, -2.315, 3.729], [4.233, -1.169, 2.878], [3.747, -2.744, 2.170], [-0.181, 4.256, 2.226], [-0.288, 2.839, 1.622], [-0.302, 1.826, 2.342], [-0.415, 2.721, 0.397], [0.616, 4.784, 1.703], [0.111, 4.238, 3.276], [-1.152, 4.750, 2.184]],
  "homo_lumo_gap_ev": [8.079, 3.630],
  "total_charge": -2,
  "s2": 0.759,
  "energy_ha": -4537.98545,
  "spin_multiplicity": 2
}


6.
{
  "formula": "F4H2N2NaO9S4",
  "method": "wB97M-V/def2-TZVPD",
  "elements": ["Na", "N", "S", "O", "O", "F", "S", "O", "O", "F", "N", "S", "O", "O", "F", "S", "O", "O", "F", "O", "H", "H"],
  "coordinates": [[-0.321, 1.257, -0.043], [2.739, -0.626, -1.195], [3.267, -1.058, -2.561], [4.556, -1.778, -2.587], [2.924, -0.130, -3.628], [2.044, -2.134, -2.682], [4.051, 0.332, -0.747], [4.940, 0.963, -1.746], [4.717, -0.151, 0.469], [3.292, 1.626, -0.128], [-2.782, -1.364, 1.402], [-3.254, -1.233, 3.015], [-3.436, -2.468, 3.778], [-3.986, -0.031, 3.403], [-1.776, -0.802, 3.553], [-4.133, -1.933, 0.847], [-5.194, -0.877, 0.688], [-4.453, -3.333, 1.325], [-3.686, -2.228, -0.683], [0.084, 4.944, -0.774], [0.459, 5.557, -0.141], [-0.051, 5.467, -1.564]],
  "homo_lumo_gap_ev": 7.561,
  "total_charge": -1,
  "energy_ha": -2942.41389,
  "relative_energy_kcal_mol": 97.0
}